{
  "formula": "C27H52Cl2N3O5SiTl",
  "method": "the ωB97M-V functional and the def2-TZVPD basis",
  "lumo_ev": -3.35,
  "energy_ha": -2982.68023,
  "e_above_lowest_kcal_mol": 87.6,
  "orbital_gap_ev": 2.365,
  "e_homo_ev": -5.718,
  "elements": ["C", "C", "H", "H", "H", "C", "C", "H", "H", "H", "H", "Tl", "Cl", "C", "O", "N", "C", "C", "H", "H", "H", "H", "H", "H", "H", "H", "H", "C", "C", "N", "H", "C", "O", "H", "H", "H", "H", "H", "H", "C", "C", "N", "H", "C", "O", "H", "H", "H", "H", "O", "C", "C", "C", "H", "C", "H", "C", "H", "C", "C", "H", "H", "H", "Si", "Cl", "C", "C", "C", "H", "H", "H", "H", "H", "H", "H", "H", "H", "C", "C", "C", "C", "O", "H", "H", "H", "H", "H", "H", "H", "H", "H"],
  "coordinates": [[-0.4230, 5.0117, 1.4401], [0.9711, 5.3376, 1.0459], [-0.5115, 5.0016, 2.5258], [-0.8037, 4.0668, 1.0589], [-1.0738, 5.8348, 1.1347], [1.7124, 6.2001, 1.7679], [1.3059, 6.8172, 3.0607], [2.6962, 6.4772, 1.3823], [1.1080, 6.0793, 3.8667], [0.4272, 7.4696, 2.9066], [2.1260, 7.4716, 3.3884], [-0.4145, 3.0510, -2.3350], [1.6668, 2.5065, -3.8893], [0.4679, -0.2608, -3.0682], [-0.2289, -0.0892, -2.0730], [1.3046, -1.2870, -3.2979], [1.3705, -2.3972, -2.3587], [2.2568, -1.2345, -4.3987], [0.4673, 0.4901, -3.8805], [0.4125, -2.9357, -2.3064], [1.6164, -2.0436, -1.3481], [2.1584, -3.0668, -2.7133], [1.7360, -1.0610, -5.3499], [2.7917, -2.1847, -4.4398], [2.9654, -0.4058, -4.2635], [-0.8947, -6.3233, -0.4896], [-2.4751, -7.5018, -2.7530], [-1.9116, -5.9308, -0.3388], [-3.2131, -6.8520, -2.2558], [-2.5895, -5.7142, -1.6063], [-1.8428, -4.9821, 0.2011], [-2.2389, -4.6286, -2.3521], [-1.5404, -3.7055, -1.9381], [-3.9072, -6.4823, -3.0201], [-2.6810, -4.6644, -3.3735], [-2.4836, -6.6591, 0.2422], [-3.7638, -7.4472, -1.5192], [-3.2633, 0.2590, 3.0617], [-0.2471, -0.0428, 3.5169], [-3.1392, -0.6279, 3.7046], [-0.6813, -0.9405, 3.9829], [-1.9227, -1.3599, 3.3596], [-4.0315, -1.2619, 3.6027], [-1.8748, -2.1783, 2.2800], [-0.8639, -2.5382, 1.6826], [0.0394, -1.7605, 3.9268], [-2.8737, -2.5338, 1.9643], [-3.0610, -0.2902, 4.7413], [-0.9061, -0.7148, 5.0274], [0.8435, 3.8151, -0.7946], [1.5543, 4.8643, -0.2922], [3.8968, 4.5728, 0.7562], [3.0819, 4.6227, -0.3751], [3.4655, 4.5983, 1.7425], [5.2842, 4.6370, 0.6811], [1.3181, 5.6117, -1.0715], [3.7146, 4.5001, -1.6144], [5.8615, 4.6090, 1.6060], [5.8769, 4.8019, -0.5606], [5.0979, 4.6833, -1.7244], [3.1183, 4.2701, -2.4980], [6.9561, 4.9067, -0.6410], [5.5676, 4.7994, -2.7044], [2.6426, 0.8464, 1.0119], [1.9290, 2.4471, 2.0704], [4.3674, 0.7944, 1.6960], [3.3648, 1.2912, -0.7501], [0.9760, 0.0298, 0.7638], [5.0369, 0.3154, 0.9717], [4.3624, 0.2858, 2.6655], [4.7292, 1.8355, 1.8095], [0.0870, 0.5692, 1.1453], [0.9100, -0.9838, 1.1869], [0.7329, -0.0787, -0.3028], [4.1808, 2.0127, -0.6720], [2.7291, 1.6248, -1.5783], [3.8119, 0.3249, -1.0208], [-6.2283, -3.5437, -0.2080], [-4.8451, -3.6256, 0.2528], [-4.1619, -2.0194, -1.4032], [-4.4731, -4.4352, 1.4111], [-3.8786, -2.9941, -0.3591], [-6.6181, -2.5100, -0.2199], [-6.8286, -4.1236, 0.5065], [-6.3730, -3.9975, -1.2060], [-4.7314, -2.4782, -2.2255], [-4.7189, -1.1736, -0.9716], [-3.1782, -1.7059, -1.7423], [-3.4967, -4.1691, 1.8217], [-5.2437, -4.2964, 2.1751], [-4.4606, -5.5024, 1.1585]],
  "forces_ev_per_angstrom": [[-0.3, 0.0, 0.4], [1.9, 1.1, 0.0], [0.1, -0.1, 0.2], [0.2, 0.1, -0.2], [-0.2, -0.1, -0.3], [-0.4, -0.7, -0.6], [0.1, 0.6, 0.3], [-0.4, 0.0, 0.2], [0.0, 0.4, -0.4], [0.1, -0.3, 0.4], [-0.3, -0.1, 0.2], [-0.9, -0.1, -0.3], [0.5, 0.2, -0.5], [-0.1, 0.7, -0.8], [-0.2, -0.7, 0.0], [-0.2, -0.4, 0.4], [0.0, 0.0, 0.2], [-0.1, 0.5, -0.2], [0.1, -0.4, 0.2], [0.4, 0.3, 0.0], [0.0, -0.1, -0.2], [-0.2, 0.0, 0.2], [0.2, -0.1, 0.2], [-0.1, 0.2, -0.1], [-0.1, -0.2, 0.0], [-0.2, 0.1, 0.1], [-0.2, 0.1, 0.2], [0.2, 0.0, 0.1], [0.1, -0.1, -0.3], [0.0, 0.1, 0.0], [0.2, -0.1, -0.1], [0.6, 0.7, 0.5], [-1.1, -1.2, -0.6], [0.1, -0.2, 0.2], [0.2, 0.2, 0.3], [0.1, 0.1, 0.0], [0.1, 0.1, -0.2], [0.0, -0.2, 0.2], [-0.1, -0.3, 0.0], [0.1, 0.0, -0.3], [0.3, 0.3, 0.1], [-0.2, -0.3, -0.3], [0.3, 0.1, 0.0], [1.0, 0.2, -0.4], [-1.2, -0.1, 0.9], [-0.1, 0.2, 0.0], [0.1, 0.5, 0.1], [-0.1, -0.1, -0.2], [0.2, 0.0, 0.0], [-0.1, -1.7, 0.8], [-0.7, -0.2, -1.3], [0.2, 0.4, 0.0], [0.1, 0.1, 0.8], [-0.1, -0.2, 0.0], [-0.2, 0.0, -0.2], [0.7, 1.0, 0.6], [0.1, 0.4, -0.3], [0.0, 0.1, -0.3], [0.2, -0.5, -0.5], [-0.1, 0.1, 0.5], [0.0, 0.4, 0.1], [-0.1, 0.1, 0.0], [-0.2, -0.3, 0.3], [0.2, 2.7, -3.2], [-0.4, 0.9, 1.0], [0.3, -1.2, 1.1], [-0.9, -0.3, 0.5], [-0.4, -1.7, 0.2], [-0.1, -0.2, 0.4], [0.7, 0.1, 0.1], [-0.6, -0.5, 0.0], [0.9, 0.1, 0.2], [-0.1, 0.1, -0.1], [0.5, 0.0, 0.2], [0.0, -0.1, 0.2], [-0.1, -0.2, 0.3], [0.1, -0.1, -0.3], [-1.1, -0.3, 0.4], [2.3, 1.3, -1.8], [-0.1, 0.4, -0.6], [0.3, -0.1, 0.6], [-2.0, -1.1, 1.8], [0.3, -0.3, -0.1], [0.0, 0.2, -0.4], [0.3, 0.3, 0.3], [0.2, 0.0, 0.4], [0.2, -0.4, -0.1], [0.0, 0.0, 0.0], [-0.2, -0.2, -0.3], [0.0, -0.1, 0.0], [-0.1, 0.1, -0.2]],
  "lowdin_charge": [-0.07, -0.27, 0.06, 0.06, 0.09, -0.16, -0.12, 0.10, 0.08, 0.08, 0.06, 0.55, -0.20, -0.42, -0.12, -0.17, -0.03, -0.06, 0.02, 0.06, 0.08, 0.08, 0.09, 0.07, 0.08, 0.11, 0.10, -0.04, -0.06, -0.21, 0.08, -0.31, 0.02, 0.09, 0.15, 0.08, 0.09, 0.10, 0.09, -0.05, -0.03, -0.19, 0.08, -0.34, 0.02, 0.10, 0.09, 0.09, 0.09, -0.55, -0.42, -0.13, -0.16, 0.06, -0.11, 0.14, -0.06, 0.10, -0.12, -0.08, 0.05, 0.09, 0.10, 0.22, 0.46, -0.25, -0.19, -0.23, 0.03, 0.01, 0.03, 0.03, 0.00, 0.00, 0.02, -0.03, 0.02, 0.03, -0.26, 0.04, 0.03, 0.01, 0.13, 0.11, 0.13, 0.11, 0.12, 0.11, 0.08, 0.12, 0.12]
}